Entry 1:
Entry from the Open Molecules 2025 dataset: 2 unconnected molecules or ions with the total composition C32H30N3O at a distorted geometry (the ωB97M-V functional and the def2-TZVPD basis).

Structure (ORCA input):
```
! wB97M-V def2-TZVPD RIJCOSX def2/J DEFGRID3
* xyz -1 1
C -3.669 -0.681 2.977
C -2.928 -1.836 3.265
C -1.529 -1.787 3.286
C -0.834 -0.581 2.989
C 0.639 -0.451 2.991
N 1.126 0.802 3.036
C 2.356 1.233 2.927
C 2.811 2.570 2.999
N 3.387 3.597 3.009
C 1.489 -1.661 2.888
C 1.032 -2.771 2.127
C 1.738 -3.971 2.088
C 2.966 -4.086 2.750
C 3.491 -2.967 3.415
C 2.768 -1.767 3.479
C -1.604 0.561 2.690
C -2.999 0.511 2.678
H -4.759 -0.709 2.981
H -3.452 -2.776 3.473
H -0.975 -2.700 3.529
H 3.182 0.524 2.714
H 0.096 -2.687 1.567
H 1.332 -4.825 1.540
H 3.523 -5.026 2.727
H 4.480 -3.032 3.876
H 3.210 -0.915 3.998
H -1.080 1.489 2.457
H -3.567 1.412 2.439
C -0.433 4.774 10.339
N 0.502 5.292 9.361
C 1.356 6.364 9.835
C 0.406 4.962 8.008
C -0.118 5.898 7.084
C -0.169 5.578 5.739
C 0.435 4.383 5.232
C 0.548 4.159 3.827
C 0.679 5.199 2.868
C 0.455 4.935 1.475
C 0.432 5.919 0.529
C 0.155 5.620 -0.906
C 0.656 7.330 0.919
O 0.631 8.254 0.082
C 0.949 7.590 2.338
C 1.140 9.007 2.780
C 1.040 6.546 3.217
C 0.892 3.421 6.187
C 0.844 3.695 7.537
H -1.040 3.976 9.894
H 0.121 4.369 11.198
H -1.104 5.569 10.709
H 2.091 6.625 9.063
H 0.775 7.263 10.103
H 1.891 6.015 10.731
H -0.505 6.854 7.443
H -0.642 6.278 5.043
H 0.457 3.131 3.454
H 0.289 3.899 1.165
H 0.304 6.510 -1.524
H 0.815 4.822 -1.262
H -0.877 5.267 -1.034
H 1.185 9.691 1.926
H 0.310 9.328 3.429
H 2.060 9.116 3.373
H 1.357 6.769 4.230
H 1.305 2.474 5.823
H 1.204 2.967 8.271
*
```

Energy relative to the best compared isomer or geometry (same formula, charge and spin) (kcal per mole): 0.0
HOMO energy (Eh): -0.1173
LUMO (eV): 1.50

Entry 2:
Entry from the Open Molecules 2025 dataset: a molecular structure, C5H12NO3S at a distorted geometry (the ωB97M-V functional and the def2-TZVPD basis).

Structure (ORCA input):
```
! wB97M-V def2-TZVPD RIJCOSX def2/J DEFGRID3
* xyz 1 1
C -0.754 -1.239 -0.384
C 1.685 -1.946 -0.097
C 0.801 -0.074 1.490
C -1.399 3.455 -1.208
C 0.664 -0.825 0.138
N 0.977 0.191 -0.890
O 1.470 -0.104 -1.898
O 0.599 1.391 -0.700
O 0.766 3.657 -2.754
S 0.499 3.489 -1.380
H -0.617 -1.269 -1.463
H -1.101 -2.274 0.049
H -1.543 -0.545 -0.029
H 2.836 -1.673 -0.154
H 1.451 -2.543 -1.040
H 1.788 -2.717 0.729
H 0.819 -0.923 2.204
H 1.744 0.498 1.682
H 0.005 0.581 1.794
H -1.764 4.512 -1.037
H -1.863 3.076 -2.144
H -1.694 2.821 -0.305
*
```

Energy relative to the best compared isomer or geometry (same formula, charge and spin) (kcal per mole): 76.6
HOMO energy (Eh): -0.5663
LUMO (eV): -6.39

Entry 3:
Entry from the Open Molecules 2025 dataset: 3 unconnected molecules or ions with the total composition C20H49ClN9O3P2 at a distorted geometry (the ωB97M-V functional and the def2-TZVPD basis).

Structure (ORCA input):
```
! wB97M-V def2-TZVPD RIJCOSX def2/J DEFGRID3
* xyz 1 1
C -2.223 2.343 -0.523
C -1.008 2.268 -0.471
C 0.560 2.221 -0.431
C 1.365 3.586 -0.508
N 2.270 3.387 -1.671
C 2.499 4.535 -2.591
C 1.156 5.259 -3.041
C 1.147 5.748 -4.550
Cl 1.728 4.505 -5.744
C 2.053 2.117 -2.247
N 2.717 1.428 -3.193
N 0.901 1.400 -1.650
O -0.075 1.669 -2.623
H -3.328 2.143 -0.610
H 0.873 1.746 0.541
H 2.018 3.609 0.418
H 0.725 4.509 -0.437
H 3.118 5.301 -2.016
H 3.159 4.201 -3.448
H 0.226 4.632 -2.872
H 1.042 6.179 -2.376
H 1.678 6.750 -4.628
H 0.060 5.971 -4.806
H 3.124 0.529 -2.896
H 2.796 1.721 -4.170
H 0.179 2.537 -3.015
O -4.684 -0.089 0.012
P -5.450 -1.420 -0.040
N -6.570 -0.959 1.171
C -6.934 -1.625 2.402
C -7.504 0.110 0.830
N -4.115 -2.310 0.613
C -3.925 -2.490 2.041
C -2.819 -1.975 0.021
N -6.311 -2.939 -0.230
C -7.661 -2.887 -0.782
C -5.868 -4.286 0.082
H -7.178 -2.684 2.255
H -7.814 -1.181 2.870
H -6.140 -1.545 3.146
H -8.418 -0.297 0.380
H -7.066 0.807 0.109
H -7.781 0.706 1.702
H -3.837 -1.533 2.568
H -3.021 -3.074 2.245
H -4.733 -3.078 2.479
H -2.393 -1.062 0.454
H -2.908 -1.826 -1.058
H -2.101 -2.787 0.173
H -8.410 -2.874 0.017
H -7.876 -3.736 -1.435
H -7.794 -1.991 -1.392
H -6.026 -4.517 1.139
H -4.822 -4.452 -0.170
H -6.417 -5.037 -0.495
O 4.023 -3.235 1.769
P 4.633 -2.033 1.042
N 5.645 -1.600 2.352
C 5.783 -0.337 3.042
C 6.729 -2.525 2.678
N 3.134 -1.159 1.052
C 2.752 -0.285 2.146
C 1.964 -1.960 0.680
N 5.333 -0.724 0.093
C 6.736 -0.840 -0.291
C 4.701 0.485 -0.385
H 5.921 0.508 2.357
H 6.645 -0.321 3.711
H 4.920 -0.138 3.681
H 7.638 -2.277 2.117
H 6.461 -3.556 2.430
H 6.965 -2.518 3.744
H 2.709 -0.817 3.102
H 1.768 0.165 1.964
H 3.430 0.567 2.231
H 1.594 -2.560 1.518
H 2.200 -2.640 -0.142
H 1.145 -1.318 0.338
H 7.381 -0.308 0.417
H 6.929 -0.441 -1.290
H 7.045 -1.886 -0.315
H 4.702 1.262 0.386
H 3.678 0.320 -0.728
H 5.221 0.904 -1.256
*
```

HOMO energy (Eh): -0.3471
LUMO (eV): -4.65

Entry 4:
Entry from the Open Molecules 2025 dataset: 2 unconnected molecules or ions with the total composition C6H12O at a distorted geometry (the ωB97M-V functional and the def2-TZVPD basis).

Structure (ORCA input):
```
! wB97M-V def2-TZVPD RIJCOSX def2/J DEFGRID3
* xyz 0 1
C -0.365 -1.620 -2.278
C 0.214 -2.684 -1.716
C -1.267 -0.599 -1.579
C -0.653 -0.026 -0.356
C -1.213 -0.013 0.851
C -0.537 0.607 2.053
H -0.375 -1.585 -3.364
H 0.183 -3.655 -2.194
H 0.540 -2.619 -0.682
H -2.178 -1.193 -1.471
H -1.532 0.154 -2.326
H 0.132 0.707 -0.540
H -2.207 -0.445 0.923
H -0.111 1.547 1.711
H 0.236 -0.042 2.459
H -1.297 0.745 2.821
H 2.382 3.557 2.669
H 3.378 3.909 1.595
O 2.968 3.152 2.024
*
```

Energy relative to the best compared isomer or geometry (same formula, charge and spin) (kcal per mole): 58.9
HOMO energy (Eh): -0.3227
SMILES string: C=CC/C=C/C.O
LUMO (eV): 0.86